Entry i
DFT (ωB97M-V/def2-TZVPD) results for C11H13NO2S in the gas phase.

Computed properties:
- SMILES: CO[C@@]1(c2ccccc2)OCN=C1SC
- Orbital gap: 0.347 Eh

Structure (ORCA input):
```
! wB97M-V def2-TZVPD RIJCOSX def2/J DEFGRID3
* xyz 0 1
C -0.167 2.753 1.467
O 0.614 1.652 1.274
C 0.283 1.057 -0.035
C -0.965 0.277 -0.065
C -1.490 -0.327 1.093
C -2.503 -1.298 1.006
C -2.944 -1.703 -0.272
C -2.534 -1.065 -1.398
C -1.518 -0.099 -1.265
O 0.609 1.831 -1.101
C 1.887 1.436 -1.546
N 2.287 0.231 -0.936
C 1.406 -0.051 -0.081
S 1.380 -1.523 0.844
C 2.853 -2.554 0.328
H -0.191 3.392 0.606
H 0.380 3.307 2.379
H -1.239 2.460 1.800
H -1.191 -0.039 2.061
H -2.957 -1.784 1.919
H -3.636 -2.504 -0.394
H -2.970 -1.360 -2.317
H -1.222 0.377 -2.270
H 2.608 2.296 -1.222
H 1.955 1.292 -2.714
H 2.469 -3.496 0.548
H 3.768 -2.358 0.944
H 3.026 -2.199 -0.652
*
```



Entry ii
DFT (ωB97M-V/def2-TZVPD) results for C11H13NO2S in the gas phase.

Computed properties:
- SMILES: N[C@H](C(=O)O)[C@H]1[C@H](S)[C@H]1c1ccccc1
- Orbital gap: 0.337 Eh

Structure (ORCA input):
```
! wB97M-V def2-TZVPD RIJCOSX def2/J DEFGRID3
* xyz 0 1
N 1.668 0.157 -2.029
C 1.379 0.874 -0.830
C 2.158 2.245 -0.848
O 2.213 3.037 0.077
O 2.507 2.472 -2.103
C 1.630 0.096 0.400
C 1.190 0.514 1.708
S 2.237 0.307 3.120
C 0.592 -0.838 1.068
C -0.799 -0.917 0.516
C -1.640 0.221 0.293
C -2.906 0.207 -0.325
C -3.589 -1.028 -0.431
C -2.839 -2.187 -0.239
C -1.532 -2.054 0.194
H 0.817 -0.361 -2.147
H 2.372 -0.595 -1.762
H 0.309 1.218 -0.919
H 2.310 1.604 -2.603
H 2.660 -0.330 0.366
H 0.457 1.253 1.670
H 1.631 0.882 4.102
H 1.012 -1.794 1.350
H -1.349 1.119 0.562
H -3.535 1.154 -0.388
H -4.582 -1.008 -0.706
H -3.311 -3.206 -0.399
H -1.060 -3.041 0.302
*
```



Stability verdict: entry ii, ahead by 0.0159 hartree



Entry i
DFT (ωB97M-V/def2-TZVPD) results for C19H32N2O2 in the gas phase.

Computed properties:
- SMILES: C=CCCCCCCCCC(=O)NNC1=CC(=O)CC(C)(C)C1
- Orbital gap: 0.334 Eh

Structure (ORCA input):
```
! wB97M-V def2-TZVPD RIJCOSX def2/J DEFGRID3
* xyz 0 1
C -7.367 1.166 0.885
C -6.603 0.123 1.149
C -6.530 -0.569 2.472
C -5.101 -0.585 3.023
C -4.603 0.826 3.330
C -3.206 0.858 3.951
C -2.106 0.420 2.986
C -0.717 0.612 3.592
C 0.415 0.259 2.626
C 0.536 -1.250 2.379
C 1.658 -1.511 1.403
O 2.793 -1.826 1.701
N 1.303 -1.331 0.105
N 2.238 -1.553 -0.907
C 2.421 -0.658 -1.923
C 1.557 0.344 -2.202
C 1.698 1.209 -3.351
O 0.942 2.139 -3.568
C 2.834 0.870 -4.300
C 4.054 0.278 -3.591
C 4.666 1.311 -2.644
C 5.101 -0.141 -4.626
C 3.596 -0.958 -2.804
H -7.388 1.630 -0.086
H -8.011 1.598 1.634
H -5.964 -0.292 0.379
H -6.869 -1.603 2.348
H -7.195 -0.078 3.185
H -5.074 -1.184 3.936
H -4.446 -1.060 2.290
H -5.304 1.297 4.024
H -4.606 1.415 2.411
H -2.996 1.879 4.279
H -3.186 0.218 4.836
H -2.182 1.009 2.068
H -2.252 -0.629 2.727
H -0.606 1.658 3.885
H -0.626 0.005 4.495
H 1.362 0.614 3.038
H 0.251 0.777 1.678
H -0.399 -1.649 1.985
H 0.772 -1.754 3.316
H 0.358 -1.149 -0.194
H 3.055 -2.014 -0.514
H 0.729 0.572 -1.548
H 2.440 0.146 -5.020
H 3.102 1.771 -4.853
H 4.983 2.189 -3.201
H 5.535 0.896 -2.136
H 3.945 1.626 -1.895
H 5.434 0.723 -5.196
H 5.967 -0.581 -4.136
H 4.691 -0.871 -5.320
H 3.309 -1.747 -3.507
H 4.421 -1.343 -2.200
*
```



Entry ii
DFT (ωB97M-V/def2-TZVPD) results for C19H32N2O2 in the gas phase.

Computed properties:
- SMILES: CCCN1CCC(N(C)CCc2ccc(OC)c(OC)c2)CC1
- Orbital gap: 0.313 Eh

Structure (ORCA input):
```
! wB97M-V def2-TZVPD RIJCOSX def2/J DEFGRID3
* xyz 0 1
C 0.616 4.340 -5.158
C 1.574 3.882 -4.066
C 1.514 2.364 -3.873
N 0.180 1.946 -3.478
C -0.086 2.058 -2.056
C 0.544 0.937 -1.217
C 0.074 -0.423 -1.741
N 0.562 -1.500 -0.891
C 1.949 -1.857 -1.084
C -0.297 -2.667 -0.839
C -1.621 -2.383 -0.109
C -1.400 -1.517 1.099
C -1.929 -0.240 1.180
C -1.676 0.545 2.287
C -0.894 0.095 3.346
O -0.753 1.003 4.356
C 0.122 0.773 5.435
C -0.364 -1.207 3.278
O 0.393 -1.662 4.335
C 0.984 -2.932 4.243
C -0.631 -1.980 2.157
C 0.423 -0.526 -3.234
C -0.230 0.650 -3.973
H 0.903 3.917 -6.119
H 0.618 5.424 -5.243
H -0.390 4.005 -4.921
H 2.598 4.162 -4.324
H 1.318 4.381 -3.130
H 2.285 2.064 -3.147
H 1.753 1.887 -4.826
H 0.270 3.029 -1.709
H -1.173 2.033 -1.925
H 1.632 1.009 -1.272
H 0.252 1.041 -0.172
H -1.016 -0.435 -1.657
H 2.555 -0.955 -1.130
H 2.129 -2.451 -1.994
H 2.283 -2.442 -0.225
H 0.249 -3.433 -0.283
H -0.514 -3.082 -1.840
H -2.056 -3.342 0.186
H -2.330 -1.896 -0.779
H -2.540 0.151 0.381
H -2.078 1.543 2.362
H 1.147 0.607 5.096
H 0.082 1.684 6.032
H -0.196 -0.075 6.045
H 0.232 -3.727 4.187
H 1.561 -3.050 5.159
H 1.656 -3.004 3.381
H -0.233 -2.980 2.096
H 1.504 -0.484 -3.375
H 0.059 -1.469 -3.647
H -0.008 0.598 -5.042
H -1.318 0.585 -3.853
*
```



Stability verdict: entry i, ahead by 0.0335 hartree



Entry i
DFT (ωB97M-V/def2-TZVPD) results for 2 unconnected molecules or ions with the total composition C5H13NP.

Computed properties:
- Orbital gap: 0.227 Eh

Structure (ORCA input):
```
! wB97M-V def2-TZVPD RIJCOSX def2/J DEFGRID3
* xyz 1 1
C 4.050 1.449 -0.587
C 1.984 -1.351 0.023
C -3.622 0.948 0.520
C 2.843 -0.358 0.610
C -3.161 -0.182 -0.427
N 3.542 0.466 0.026
P -1.385 -0.213 -0.521
H 5.065 1.728 -0.913
H 3.180 2.070 -1.042
H 1.122 -1.687 0.676
H 1.572 -0.851 -0.825
H 2.433 -2.281 -0.386
H -3.284 0.748 1.612
H -3.444 1.877 0.202
H -4.776 0.746 0.611
H -1.094 -1.524 -0.701
H 2.994 -0.233 1.676
H -3.518 -0.284 -1.465
H -3.255 -1.133 0.099
H -1.245 0.065 0.811
*
```



Entry ii
DFT (ωB97M-V/def2-TZVPD) results for 2 unconnected molecules or ions with the total composition C5H13NP.

Computed properties:
- Orbital gap: 0.347 Eh

Structure (ORCA input):
```
! wB97M-V def2-TZVPD RIJCOSX def2/J DEFGRID3
* xyz 1 1
C 2.590 -0.709 -0.404
C 1.919 -1.785 0.146
C 2.508 0.705 0.206
C -2.376 1.349 -0.582
C -2.004 -0.131 -0.537
N -1.007 -0.455 0.409
P -2.646 -1.180 0.795
H 3.105 -0.758 -1.388
H 1.501 -1.519 1.134
H 2.478 0.663 1.378
H 3.320 1.359 -0.031
H 1.659 1.127 -0.200
H -3.322 1.699 -1.070
H -2.316 1.766 0.487
H -1.723 1.945 -1.197
H -1.831 -0.643 -1.434
H -0.025 -0.969 0.074
H 1.968 -2.831 -0.218
H -0.660 0.380 0.965
H -3.138 -0.012 1.465
*
```



Entry iii
DFT (ωB97M-V/def2-TZVPD) results for 2 unconnected molecules or ions with the total composition C5H13NP.

Computed properties:
- Orbital gap (alpha / beta): 0.232 / 0.249 Eh

Structure (ORCA input):
```
! wB97M-V def2-TZVPD RIJCOSX def2/J DEFGRID3
* xyz 1 1
C -0.282 0.985 -0.104
C -2.635 0.543 0.407
C 1.695 -0.342 -2.241
C -1.544 1.469 0.419
C 1.526 -0.903 -0.953
N 1.304 -1.332 2.050
P 0.025 -0.697 -0.053
H 0.500 1.771 -0.157
H -2.653 -0.103 -0.434
H -2.594 -0.140 1.211
H -3.511 1.117 0.556
H 2.541 0.226 -2.332
H 0.836 0.264 -2.496
H 1.797 -1.133 -3.009
H -1.398 1.932 1.334
H -1.829 2.264 -0.162
H 2.001 -1.824 -0.694
H 1.612 -2.306 2.102
H 0.598 -1.044 2.724
H 2.010 -0.748 1.833
*
```



Entry iv
DFT (ωB97M-V/def2-TZVPD) results for a gas-phase ion, C5H13NP (charge +1).

Computed properties:
- SMILES: CC1(C)CPC[NH2+]1
- Orbital gap: 0.388 Eh

Structure (ORCA input):
```
! wB97M-V def2-TZVPD RIJCOSX def2/J DEFGRID3
* xyz 1 1
C -0.997 -0.545 -1.309
C -0.467 -0.271 0.044
C -1.555 -0.364 1.126
C 0.840 -1.075 0.571
P 2.212 -0.519 -0.577
C 1.462 1.146 -0.591
N 0.119 1.195 -0.021
H -2.088 -0.164 -1.404
H -1.216 -1.687 -1.177
H -0.437 -0.106 -2.153
H -2.586 0.056 0.920
H -1.338 0.071 2.122
H -1.700 -1.398 1.176
H 1.046 -0.746 1.566
H 0.577 -2.167 0.428
H 2.954 -0.223 0.519
H 1.496 1.606 -1.639
H 2.033 1.801 -0.045
H 0.023 1.446 0.949
H -0.375 1.944 -0.506
*
```



Stability verdict: entry iv, ahead by 0.0521 hartree